(1)
20
Properties=species:S:1:pos:R:3:forces:R:3:mulliken_charge:R:1 method="wB97M-V/def2-TZVPD" orbital_gap_ha=0.39606 e_above_lowest_kcal_mol=22.1 charge=+2
N -2.26682 -0.47002 0.41118 -0.4 1.0 -1.0 -0.159
N 2.57708 -0.08323 -0.01417 -2.9 -0.2 -0.2 0.134
N -0.22736 0.44637 -0.52349 1.9 -2.4 2.2 -0.525
N -4.54910 0.10967 -0.09541 2.2 -0.1 0.3 -0.256
C 2.93973 -1.24332 -0.34288 -3.6 -1.4 -0.1 -0.019
C -0.81533 -0.33832 0.25186 -2.5 1.4 -1.2 0.174
C 3.38767 1.06895 0.33450 2.2 -3.9 1.7 -0.856
C -3.23830 0.18935 -0.28199 0.9 0.1 -1.8 0.294
H -0.45705 -1.05219 1.00634 1.1 0.5 -0.5 0.283
H -2.81964 0.76146 -1.23879 -1.2 -0.9 2.4 0.235
H 2.93051 1.94805 0.32023 -2.3 3.6 -1.1 0.371
H 3.62181 0.97112 1.40206 0.2 -0.3 -0.1 0.387
H -2.41189 -1.07459 1.19551 -1.2 -0.2 0.4 0.248
H -4.87559 -0.49589 0.64659 -0.4 0.1 0.1 0.259
H -0.43783 1.10018 -1.22999 -1.1 0.6 -0.6 0.168
H -5.22514 0.69592 -0.58342 0.3 -0.2 -0.1 0.281
H 3.92224 -1.41414 -0.49175 3.3 -1.0 -0.3 0.330
H 4.30429 0.98915 -0.19959 0.7 0.4 -0.5 0.317
H 2.12697 -2.08317 -0.49373 1.9 1.9 0.2 0.192
H 1.51374 -0.02535 -0.07305 1.1 1.1 0.3 0.144


(2)
16
Properties=species:S:1:pos:R:3:forces:R:3:mulliken_charge:R:1 method="wB97M-V/def2-TZVPD" orbital_gap_ha="0.27106 / 0.27108" e_above_lowest_kcal_mol=145.1 charge=+1
P -3.18200 -0.54082 0.04249 1.6 -1.9 0.5 0.485
O -3.85075 0.68325 -0.21323 -1.6 2.4 -0.5 -0.321
N -1.36859 0.04112 0.11359 -1.5 -3.3 0.2 0.038
N 1.82574 0.12090 -0.36015 -0.7 0.4 -2.0 -0.135
C -0.42674 -1.06636 0.00316 1.3 0.0 -2.1 -0.661
C 1.73268 1.52382 0.25119 -0.8 1.2 -1.1 -0.372
C 1.04755 -0.78934 0.50126 -2.2 -3.5 -1.5 -0.762
C -1.01633 1.21699 0.17370 3.5 3.2 0.0 -0.340
H 1.37461 0.19334 -1.35598 1.5 -0.8 2.1 0.423
H -1.76809 1.97643 0.24442 -0.6 0.4 0.0 0.322
H 1.39983 -1.87876 0.72549 0.4 2.3 -0.9 0.368
H 2.84518 -0.13303 -0.39577 -1.0 0.2 -0.2 0.389
H 0.82484 -0.32925 1.39705 0.5 1.3 2.1 0.448
H -0.72003 -1.85579 0.66315 -0.6 -0.6 0.2 0.456
H 1.82869 2.22849 -0.69299 -0.4 -1.2 1.5 0.240
H -0.54659 -1.39100 -1.09740 0.7 0.0 1.7 0.422


(3)
24
Properties=species:S:1:pos:R:3:forces:R:3:mulliken_charge:R:1 method="wB97M-V/def2-TZVPD" s2=0.753 orbital_gap_ha="0.34245 / 0.17228" e_above_lowest_kcal_mol=64.4 charge=+1 spin_multiplicity=2
O 2.46118 1.94196 -0.07885 -1.1 -1.7 -3.5 -0.575
O -2.31872 -1.36409 1.12930 -0.2 0.0 0.2 -0.612
O -0.95428 0.83852 3.30492 1.6 1.4 -0.8 -0.581
O 0.87496 -0.21387 1.66538 -0.3 0.6 -2.7 -0.624
C 1.36768 -1.64161 -2.23387 -0.9 -0.7 3.4 -1.256
C -1.11174 0.95043 -0.56968 -2.2 -1.6 -0.8 -0.938
C -0.50354 -0.16180 -1.32865 -5.6 -0.7 0.1 0.269
C 0.76649 -0.44008 -1.52905 6.8 0.1 -0.6 0.417
H 1.46726 0.40606 -1.11079 -1.1 -2.6 -0.9 -0.384
H -1.19893 -0.92386 -1.77241 0.3 0.8 0.5 0.326
H -2.85549 -0.71347 1.59667 -0.4 -0.3 0.4 0.344
H -0.14970 0.42221 3.63047 0.4 0.3 -0.3 0.328
H -0.66636 1.87639 -0.69471 1.5 1.8 0.0 0.382
H 1.09555 -1.79070 -3.22845 -1.1 0.1 -1.9 0.397
H 1.07980 -2.66638 -1.73574 0.0 1.8 -0.5 0.329
H -1.57920 0.26926 3.65639 -2.4 -1.5 1.2 0.295
H 0.18314 -0.61137 1.08641 0.6 -0.3 1.4 0.370
H -2.14517 1.08106 -0.98622 0.6 -0.2 0.6 0.350
H 2.42147 -1.65466 -2.21310 1.2 0.4 0.2 0.411
H 1.60625 2.24590 0.19615 -0.6 1.1 1.0 0.367
H -1.79375 -0.76735 0.61159 0.2 -0.2 -0.3 0.027
H 2.12390 1.59881 -1.01515 2.2 1.8 2.5 0.731
H -1.23550 0.73360 0.52110 0.3 0.5 -0.5 0.304
H 1.06471 0.58506 1.09830 0.4 -0.9 1.4 0.322